# C34H44AsN5ORhSSbSe

A molecular structure, C34H44AsN5ORhSSbSe (the ωB97M-V functional and the def2-TZVPD basis, OMol25).

XYZ file:
```
89
Properties=species:S:1:pos:R:3
Rh -0.90039 1.62684 0.34849
S -1.74159 3.40617 -0.78470
C -2.61663 2.85658 -2.17997
C -3.52901 3.72409 -2.78909
C -4.32412 3.26758 -3.82183
C -4.20277 1.95820 -4.26971
C -3.25118 1.11290 -3.70932
C -2.45153 1.54948 -2.66316
As -1.08609 0.44100 -1.79784
C -2.17421 -0.53102 -0.49440
C -1.71664 -1.76626 -0.02577
C -2.48780 -2.52424 0.83145
C -3.71243 -2.03862 1.27303
C -4.13676 -0.77675 0.89024
C -3.37805 -0.02107 0.00505
C -0.85021 -0.87578 -3.25871
C -1.48310 -2.11111 -3.31400
C -1.37856 -2.88481 -4.45990
C -0.64849 -2.43008 -5.54603
C -0.01193 -1.19932 -5.49106
C -0.10900 -0.42344 -4.34894
H -3.62185 4.73847 -2.43418
H -5.04924 3.92774 -4.27302
H -4.84757 1.59764 -5.05758
H -3.12889 0.10297 -4.08422
H -0.74925 -2.12927 -0.36982
H -2.14888 -3.49759 1.15138
H -4.33755 -2.65220 1.90149
H -5.07297 -0.38900 1.26195
H -3.76056 0.93316 -0.35049
H -2.07021 -2.46134 -2.47342
H -1.88025 -3.83950 -4.50610
H -0.58423 -3.03092 -6.43913
H 0.54913 -0.83795 -6.33893
H 0.37060 0.55287 -4.30311
C 0.44726 0.72481 5.47908
N 0.68178 0.61408 4.05286
C -0.21882 0.29946 3.11394
N -1.49457 0.08912 3.47696
O 0.13237 0.15772 1.91303
H 1.40153 0.84943 5.98424
H -0.01684 -0.18932 5.85068
H -0.18278 1.58300 5.73087
H 1.60446 0.83923 3.71423
H -1.81147 0.20977 4.42266
H -2.18309 -0.06276 2.75529
Se 2.15716 4.22924 1.30388
N 1.34190 5.16936 2.53191
C 0.15203 4.64605 2.80916
C -0.84202 5.12986 3.67362
C -2.04014 4.44259 3.70823
C -2.23347 3.28526 2.95717
N -1.28843 2.76757 2.16867
C -0.13925 3.45525 2.06763
N 0.80435 3.05221 1.21176
H -0.67013 6.01239 4.26476
H -2.84061 4.78391 4.34684
H -3.16870 2.74767 3.00986
C 1.71663 -4.14881 0.07176
C 2.38627 -3.07493 -0.74606
C 1.87725 -3.02361 -2.16396
Sb 2.11913 -1.03183 0.30656
C 3.40841 0.43152 -0.84048
C 2.58326 1.00250 -1.97279
C 4.66727 -0.25919 -1.31835
C 3.20662 -1.23548 2.28172
C 4.62044 -1.73350 2.08668
C 2.40353 -2.12178 3.21527
H 1.84312 -5.10793 -0.42952
H 0.64694 -3.96940 0.16902
H 2.15498 -4.23678 1.06125
H 3.46996 -3.17261 -0.72272
H 0.79730 -2.88174 -2.20075
H 2.09449 -3.97716 -2.64725
H 2.35414 -2.24249 -2.75293
H 3.64792 1.21173 -0.11297
H 2.26627 0.21604 -2.66086
H 3.16976 1.72556 -2.53812
H 1.69703 1.51004 -1.57855
H 4.44982 -1.09668 -1.97594
H 5.28243 -0.61016 -0.49458
H 5.26645 0.45201 -1.88773
H 3.23103 -0.20960 2.65670
H 4.65239 -2.67620 1.54463
H 5.05972 -1.90796 3.06866
H 5.24308 -1.00418 1.57505
H 2.57262 -3.17318 3.00062
H 1.33648 -1.92156 3.13284
H 2.70495 -1.94398 4.24682
```

Properties
**Energy**: -192019.841 eV
**Kohn-Sham gap (spin up / spin down)**: 5.03 / 5.72 eV
**⟨S²⟩**: 6.0324
**Multiplicity**: 5
**Charge**: +2